No. 1
{
  "formula": "C8H12AsCuF6N2O2",
  "method": "ωB97M-V/def2-TZVPD",
  "symbols": ["Cu", "As", "F", "F", "F", "F", "F", "F", "O", "H", "O", "H", "N", "C", "C", "C", "C", "H", "H", "H", "H", "H", "N", "C", "C", "C", "C", "H", "H", "H", "H", "H"],
  "positions_angstrom": [[-0.021, -1.885, 0.423], [3.601, 0.327, -0.809], [3.886, -1.354, -1.541], [5.063, 0.890, -1.636], [3.315, 1.893, -0.107], [2.081, -0.283, -0.017], [4.521, -0.023, 0.687], [2.657, 0.792, -2.242], [0.730, -3.805, 1.673], [1.527, -3.364, 2.029], [-1.380, -1.370, 2.225], [-2.196, -0.892, 2.470], [-1.886, -2.154, -1.953], [-0.603, -2.434, -2.220], [0.149, -1.351, -2.095], [-0.668, -0.272, -1.723], [-2.006, -0.799, -1.646], [-2.653, -2.811, -1.974], [-0.348, -3.449, -2.487], [1.181, -1.215, -2.382], [-0.276, 0.700, -1.465], [-2.892, -0.304, -1.278], [-1.242, 1.245, 1.945], [-0.422, 1.937, 1.073], [-0.869, 3.252, 0.962], [-2.100, 3.242, 1.749], [-2.282, 2.017, 2.386], [-1.127, 0.244, 2.018], [0.487, 1.491, 0.698], [-0.456, 4.077, 0.401], [-2.803, 4.062, 1.730], [-2.969, 1.597, 3.105]],
  "forces_ev_per_angstrom": [[-0.8, -0.1, 1.5], [0.8, -0.7, -0.2], [-0.5, 2.1, 1.2], [-0.9, -0.5, 0.7], [-0.2, -0.3, -0.4], [0.9, 0.1, -0.6], [-0.7, -0.4, -1.5], [0.4, -0.6, 1.0], [-0.1, 1.2, -0.8], [-0.2, -0.1, 0.0], [0.8, -0.4, -0.7], [0.3, -0.9, -0.7], [-1.8, 1.7, 0.4], [-0.6, -3.6, -0.4], [2.3, 2.0, 0.0], [-2.7, -0.6, 0.7], [2.7, 0.5, 0.1], [0.3, 0.2, 0.1], [0.2, 0.1, -0.1], [0.1, -0.3, 0.3], [-0.5, 0.1, -0.2], [-0.1, -0.4, -0.2], [1.1, 1.5, -1.2], [-0.3, 0.8, 0.8], [-1.7, -1.8, 1.1], [0.1, 0.7, -0.2], [1.4, 0.5, -1.5], [0.1, -1.1, 0.6], [-0.1, -0.1, 0.0], [0.0, -0.2, 0.0], [0.0, 0.1, 0.4], [-0.2, 0.3, -0.2]],
  "lowdin_charge": [0.568, 0.885, -0.325, -0.284, -0.266, -0.312, -0.291, -0.283, -0.119, 0.002, -0.416, -0.064, 0.010, -0.186, -0.161, -0.075, -0.065, 0.154, 0.125, 0.096, 0.092, 0.109, -0.010, -0.143, -0.093, -0.144, -0.141, 0.017, 0.084, 0.077, 0.063, 0.096],
  "s_squared": 0.768,
  "spin_multiplicity": 2,
  "e_above_lowest_kj_mol": 33.5,
  "homo_lumo_gap_ev": [7.749, 5.121],
  "energy_ha": -5047.539875,
  "homo_ev": [-5.294, -5.293],
  "max_force_ev_per_a": 3.66,
  "charge": -1
}



No. 2
{
  "formula": "C8H12BClF5NOPS",
  "method": "ωB97M-V/def2-TZVPD",
  "symbols": ["C", "C", "B", "O", "C", "P", "S", "C", "N", "C", "F", "F", "C", "F", "F", "F", "C", "C", "Cl", "H", "H", "H", "H", "H", "H", "H", "H", "H", "H", "H", "H"],
  "positions_angstrom": [[3.924, -1.460, 0.395], [3.395, 0.055, -0.061], [1.883, 0.011, -0.759], [1.809, -0.752, -2.052], [0.539, 0.745, -0.129], [0.715, 1.912, 1.373], [0.270, 1.072, 3.098], [-0.504, -0.557, -0.011], [-1.921, -0.132, -0.417], [-2.998, -1.113, -0.010], [-3.491, -1.762, -1.279], [-2.483, -2.259, 0.827], [-4.313, -0.447, 0.709], [-4.936, 0.674, -0.032], [-4.082, -0.065, 2.146], [-5.356, -1.539, 0.763], [-1.974, 1.074, -1.088], [-0.395, 1.575, -1.231], [-0.041, 3.369, -1.536], [3.687, -1.655, 1.541], [3.449, -2.321, -0.249], [5.085, -1.521, 0.260], [4.183, 0.426, -0.878], [3.449, 0.715, 0.904], [1.755, -1.716, -1.738], [2.115, 2.331, 1.506], [-0.082, 3.119, 1.301], [-0.316, -0.919, 1.086], [-0.321, -1.473, -0.717], [-2.954, 1.590, -1.476], [-0.093, 1.026, -2.246]],
  "forces_ev_per_angstrom": [[0.1, -0.2, 0.3], [0.2, -0.5, 0.3], [2.5, -0.6, -1.5], [-1.0, -0.1, 3.9], [-3.1, 0.2, -2.4], [0.5, -0.7, 2.5], [-0.1, -0.2, -0.9], [1.7, -0.6, 1.1], [0.4, 2.3, 0.1], [-1.3, -3.1, -1.6], [1.6, 2.3, 4.1], [-1.6, 4.7, -3.0], [-4.1, -0.7, 2.5], [2.8, -3.8, 2.5], [-0.4, -1.1, -5.7], [3.9, 4.0, -0.3], [1.5, -2.1, 2.0], [0.1, -1.8, -2.2], [-0.7, -2.1, 0.5], [0.4, 0.4, -2.5], [0.9, 1.7, 1.3], [-2.3, 0.1, 0.3], [-1.9, -0.6, 1.7], [0.1, -1.1, -2.0], [0.4, 1.7, -1.1], [-1.2, -0.1, -1.1], [0.7, -0.8, -0.9], [-1.4, 0.6, -1.7], [0.2, 2.0, 1.1], [2.0, -1.2, 0.8], [-0.8, 1.2, 1.7]],
  "lowdin_charge": [-0.117, -0.152, -0.341, 0.014, -0.403, 0.379, 0.136, -0.074, 0.035, -0.120, 0.046, 0.065, -0.121, 0.056, 0.053, 0.049, 0.190, -0.560, 0.607, 0.098, 0.077, 0.092, 0.139, 0.079, 0.122, 0.014, -0.010, 0.128, 0.168, 0.198, 0.151],
  "homo_lumo_gap_ev": 5.695,
  "energy_ha": -2165.461546,
  "homo_ev": -12.063,
  "max_force_ev_per_a": 5.81,
  "charge": 1
}



No. 3
{
  "formula": "C8H12Cl2GdO",
  "method": "ωB97M-V/def2-TZVPD",
  "symbols": ["Gd", "Cl", "Cl", "C", "H", "H", "C", "C", "H", "C", "H", "C", "H", "H", "C", "H", "H", "C", "H", "H", "H", "H", "O", "C"],
  "positions_angstrom": [[1.700, 0.447, 1.669], [2.880, 1.899, -0.016], [1.138, -0.762, 3.837], [-0.135, 1.489, 1.816], [-0.796, 1.327, 2.680], [-0.250, 2.491, 1.374], [0.176, -0.726, 0.212], [-0.561, 0.408, 0.644], [0.887, -1.330, 0.866], [-0.875, 1.283, -0.627], [-1.508, 0.013, 1.046], [-1.593, 0.486, -1.712], [-1.457, 2.154, -0.311], [0.111, 1.601, -1.004], [-0.775, -0.730, -2.125], [-2.561, 0.133, -1.328], [-1.788, 1.141, -2.567], [-0.462, -1.541, -0.870], [-1.307, -1.333, -2.872], [0.153, -0.400, -2.605], [-1.431, -1.939, -0.501], [0.156, -2.417, -1.112], [4.614, -2.164, 1.849], [3.681, -1.529, 1.658]],
  "forces_ev_per_angstrom": [[2.1, -0.4, -0.6], [1.0, 0.9, -0.6], [0.2, -0.7, 1.2], [-2.5, 0.3, -0.9], [0.4, 0.2, -0.2], [0.0, -0.3, 0.3], [4.2, -2.0, -0.2], [-3.3, 3.0, 0.9], [-1.8, -0.3, -0.3], [0.2, -0.6, 0.4], [-0.7, 0.4, 0.0], [0.0, 0.2, 0.0], [0.0, -0.1, -0.2], [-0.3, 0.2, 0.1], [0.1, 0.1, -0.1], [0.0, 0.1, 0.0], [-0.1, -0.1, -0.1], [0.3, -0.3, 0.0], [-0.1, 0.0, 0.1], [0.1, 0.0, 0.2], [-0.1, -0.1, -0.1], [-0.1, 0.2, 0.0], [-2.1, 1.3, -0.4], [2.5, -1.9, 0.5]],
  "lowdin_charge": [0.660, -0.273, -0.265, -0.349, 0.024, 0.028, -0.374, -0.526, 0.008, -0.193, 0.121, -0.225, 0.100, 0.089, -0.229, 0.107, 0.098, -0.247, 0.096, 0.110, 0.104, 0.102, 0.067, -0.032],
  "s_squared": 16.075,
  "spin_multiplicity": 8,
  "e_above_lowest_kj_mol": 0.0,
  "homo_lumo_gap_ev": [5.789, 5.736],
  "energy_ha": -2073.347860,
  "homo_ev": [-2.757, -2.698],
  "max_force_ev_per_a": 4.63,
  "charge": -1
}



No. 4
{
  "formula": "C8H12Cl2N2O2",
  "method": "ωB97M-V/def2-TZVPD",
  "symbols": ["C", "C", "C", "C", "C", "C", "C", "C", "N", "N", "O", "O", "Cl", "Cl", "H", "H", "H", "H", "H", "H", "H", "H", "H", "H", "H", "H"],
  "positions_angstrom": [[0.008, -0.002, -1.197], [-0.028, -0.215, 1.083], [1.363, -0.268, 0.405], [-1.028, -0.339, -0.096], [-0.041, 1.492, -1.639], [0.340, -0.922, -2.398], [-0.196, 1.156, 1.873], [-0.222, -1.429, 2.064], [2.151, 0.844, 0.105], [-2.060, 0.667, -0.034], [3.282, 0.668, -0.410], [-3.045, 0.392, 0.558], [2.115, -1.725, 0.281], [-1.799, -1.974, -0.428], [0.693, 1.887, -2.340], [0.015, 1.907, -0.706], [-1.152, 1.574, -1.840], [1.302, -1.432, -2.316], [0.470, -0.228, -3.230], [-0.486, -1.597, -2.631], [0.736, 1.497, 2.286], [-0.934, 1.008, 2.642], [-0.437, 2.029, 1.273], [-1.251, -1.276, 2.332], [0.340, -1.386, 2.887], [-0.137, -2.327, 1.478]],
  "forces_ev_per_angstrom": [[1.8, 0.2, -1.2], [0.8, 0.3, 2.2], [-2.0, 1.6, -3.0], [1.4, -1.4, -1.3], [-2.0, -2.6, 0.1], [-0.2, 1.1, 0.6], [0.2, -0.7, -0.9], [-2.6, 1.6, -4.0], [1.2, 0.6, -0.6], [-0.4, 1.2, 0.0], [-2.5, -0.2, 1.3], [-0.7, -0.5, 0.4], [1.2, -2.5, -0.1], [0.4, 0.8, 0.5], [-0.3, -0.5, 0.0], [0.4, 2.3, 2.0], [1.3, 0.5, -0.8], [-0.2, -0.3, 0.4], [-0.1, -0.2, -0.1], [0.3, -0.1, 0.2], [0.6, -0.5, 0.6], [-0.3, 0.2, 0.3], [-0.5, -0.2, -0.3], [-0.7, -0.5, 0.5], [2.6, 0.2, 3.1], [0.2, -0.4, 0.3]],
  "lowdin_charge": [-0.238, -0.444, -0.731, -0.669, -0.030, -0.055, -0.007, -0.070, -0.077, -0.044, -0.085, 0.058, 0.849, 0.728, 0.103, 0.012, 0.112, 0.068, 0.075, 0.052, 0.081, 0.080, 0.075, 0.080, 0.047, 0.028],
  "e_above_lowest_kj_mol": 537.3,
  "homo_lumo_gap_ev": [7.731, 7.730],
  "energy_ha": -1492.132359,
  "homo_ev": [-8.771, -8.771],
  "max_force_ev_per_a": 5.02,
  "charge": 0
}